Entry 1:
17
Properties=species:S:1:pos:R:3 method="wB97M-V/def2-TZVPD" smiles="O=C(O)c1ccc(C(=O)O)nc1" lumo_energy_ev=-1.200 e_above_lowest_kj_mol=85.0 energy_ha=-625.46225
C 0.64057 -1.77811 1.99557
C 0.31141 -0.88129 0.92801
C 0.02268 -1.27861 -0.42895
C -0.34993 -0.24709 -1.37591
C -0.22803 1.09894 -0.95539
C 0.21093 0.50591 1.27979
C -0.81357 2.26841 -1.85864
H 0.99176 -3.26624 0.80246
H 0.08806 -2.28855 -0.85391
H -0.66271 -0.66180 -2.30568
H 0.50688 0.75036 2.27229
H -0.31105 3.26513 -0.45916
N -0.12866 1.42195 0.36657
O 0.94886 -3.07754 1.71156
O 0.74267 -1.30010 3.14118
O -0.54752 3.47424 -1.36338
O -1.42234 1.99439 -2.89641


Entry 2:
17
Properties=species:S:1:pos:R:3 method="wB97M-V/def2-TZVPD" smiles="O=C(O)c1ccncc1C(=O)O" lumo_energy_ev=-0.156 e_above_lowest_kj_mol=0.0 energy_ha=-625.49462
C -1.33220 -1.37644 -0.01410
C 0.02359 -0.72153 -0.00324
C 1.13831 -1.50304 0.02277
C 2.39684 -0.89067 0.00841
C 1.46826 1.17088 -0.09976
C 0.17124 0.67848 -0.02468
C -1.04213 1.51752 -0.16776
H -2.93954 -1.47432 0.86400
H 1.04786 -2.55774 -0.00580
H 3.33953 -1.44250 0.05547
H 1.57256 2.26508 -0.20542
H -1.79599 3.15925 0.04287
N 2.58468 0.42603 -0.12197
O -2.03009 -1.09954 1.08222
O -1.68220 -2.11953 -0.92686
O -0.86559 2.80065 0.22166
O -2.05514 1.16743 -0.72783


Entry 3:
17
Properties=species:S:1:pos:R:3 method="wB97M-V/def2-TZVPD" smiles="O=CC#[N+][O-].O=Cc1ccoc1" lumo_energy_ev=-0.460 e_above_lowest_kj_mol=595.6 energy_ha=-625.26775
C -0.31004 -1.55838 -0.25385
C 0.25234 -2.43173 -1.20189
C -0.60739 -0.78084 -2.29646
C -0.92751 -0.55822 -0.94027
C -1.43415 0.66293 -0.39512
C 0.54921 3.02018 1.66914
C 0.64498 2.04815 0.56703
N 1.30497 1.80631 -0.37199
O 1.46826 3.36291 2.38518
O -1.59659 1.69084 -0.96464
O 1.82843 1.32116 -1.30304
O -0.02095 -1.96795 -2.45079
H -0.37642 -1.62409 0.82411
H 0.78010 -3.43562 -1.07387
H -0.76751 -0.35823 -3.24428
H -1.55222 0.56138 0.74374
H -0.40576 3.62142 1.69759


Entry 4:
17
Properties=species:S:1:pos:R:3 method="wB97M-V/def2-TZVPD" smiles="O=Nc1ccc(O)c(C(=O)O)c1" lumo_energy_ev=-1.176 e_above_lowest_kj_mol=519.2 energy_ha=-625.29687
C -2.03566 -1.16338 -0.09515
C -0.75985 -0.25594 0.24249
C 0.47980 -0.92526 0.52025
C 1.60511 -0.20669 0.04214
C 1.49662 1.14489 -0.16967
C 0.42514 1.94757 0.03452
C -0.87279 1.19017 0.00995
H -0.74953 -2.71320 -0.55595
H 0.79118 -1.98397 1.12758
H 2.48300 1.41762 -0.26665
H 0.24320 3.02611 -0.10086
H -2.95221 1.32144 0.06498
N 2.80258 -1.04430 -0.01455
O -1.72200 -2.48156 -0.22109
O -3.10463 -0.57882 -0.18186
O -2.06474 1.86409 -0.11722
O 3.93479 -0.55877 -0.31892


Entry 5:
13
Properties=species:S:1:pos:R:3 method="wB97M-V/def2-TZVPD" lumo_energy_ev=0.901 e_above_lowest_kj_mol=569.4 energy_ha=-270.01922
C 1.38632 0.05555 0.33327
C 0.53777 -0.28614 1.42931
C -0.56915 0.40062 1.95566
C -0.11409 0.53306 0.05608
C 0.97044 1.44617 -0.30013
C -1.15958 -0.53411 -0.12539
C -0.83378 -1.06746 1.26859
H 1.56790 -0.72496 -0.28654
H 1.11362 2.32694 0.36007
H 1.28692 1.63949 -1.36369
H -2.10853 -0.04905 -0.11204
H -1.07207 -1.11678 -1.01995
H -0.98468 -2.09033 1.62547


Entry 6:
105
Properties=species:S:1:pos:R:3 method="wB97M-V/def2-TZVPD" lumo_energy_ev=-4.250 charge=+1 energy_ha=-3422.18355
C 1.48070 0.68777 2.29894
C 1.33246 -0.12478 1.04932
Cl 2.76841 -0.84542 0.43075
C 0.17654 -0.25478 0.39984
Cl -0.03834 -1.16258 -1.03030
N -0.94906 0.47300 0.79297
C -2.25310 0.04856 0.78211
N -3.17622 0.69519 -0.01991
C -4.17468 1.33819 0.88258
C -4.78843 0.27320 1.82206
C -4.14400 -1.09920 1.61811
N -2.68365 -0.89266 1.59559
H 1.54187 1.75063 2.07354
H 2.36608 0.40583 2.85043
H 0.61706 0.54109 2.94279
H -0.82656 1.45642 0.99983
H -3.64875 -0.02040 -0.57408
H -3.60863 2.04577 1.46553
H -4.92196 1.88726 0.32664
H -5.85774 0.16343 1.68647
H -4.63382 0.61098 2.84177
H -4.44324 -1.76517 2.40669
H -4.47401 -1.55767 0.68950
H -2.06914 -1.70512 1.65080
O 6.03889 -0.20397 1.09722
H 5.29476 -0.81630 1.08710
H 6.83962 -0.75452 1.06743
O -0.00027 -4.44638 -2.64676
H -0.07987 -3.50942 -2.44685
H 0.05808 -4.90190 -1.80261
O 6.11729 0.85200 -1.81287
H 5.88578 1.78856 -1.76708
H 6.16410 0.55486 -0.88545
O 8.61362 -0.78829 0.30404
H 9.02910 -0.00106 -0.06419
H 9.28138 -1.48371 0.25934
O 2.89180 -2.13952 -3.21912
H 2.09195 -2.65328 -3.07168
H 3.15210 -1.82724 -2.34816
O -4.44974 -4.00378 0.51313
H -3.62434 -4.49238 0.42758
H -4.88118 -4.19941 -0.32975
O -2.66281 3.98118 2.73749
H -1.91032 4.02631 2.12926
H -3.08376 4.84394 2.63613
O 0.01303 4.44666 1.24395
H 0.52553 5.22913 1.00510
H 0.60497 3.71753 1.04169
O -5.91125 -6.34206 -0.36919
H -5.96446 -7.29359 -0.25222
H -6.15033 -5.96634 0.49328
O 4.60771 2.30596 0.69686
H 3.81054 1.76668 0.63188
H 5.32632 1.65326 0.70444
O -1.97158 6.63956 3.77795
H -1.28071 6.96714 3.19430
H -1.62502 5.81144 4.12697
O -6.76284 -5.38484 2.43700
H -6.89901 -4.43504 2.52520
H -6.95044 -5.71658 3.32221
O -1.26407 -2.75702 -4.83444
H -0.72899 -2.45318 -5.57938
H -0.86409 -3.59279 -4.57483
O 11.18421 -2.77937 -0.07008
H 11.81565 -2.56875 -0.76941
H 11.59921 -3.48008 0.44025
O 3.11654 3.35114 3.28905
H 3.84956 3.32803 2.65958
H 2.72606 4.22576 3.15701
O 5.60836 3.14423 -3.68155
H 4.92846 2.46228 -3.70174
H 6.43970 2.66813 -3.80635
O -4.73451 1.84150 -2.58094
H -5.45100 1.26549 -2.29110
H -4.02458 1.70188 -1.94787
O 3.48968 4.49585 -1.43988
H 3.99263 4.87774 -2.16730
H 4.06182 3.79171 -1.10014
O -8.24295 -4.12170 4.63896
H -9.02829 -4.68521 4.57177
H -8.18311 -3.82808 5.55419
O -1.05564 2.50865 -1.41277
H -1.63626 1.94700 -0.88965
H -1.63272 2.87111 -2.09299
O -7.20869 -0.02465 -3.35428
H -6.97802 0.85372 -3.67624
H -7.81788 -0.35511 -4.02151
O -9.94899 -5.39029 2.77905
H -9.15103 -5.40097 2.23445
H -10.46396 -4.64105 2.46420
O -6.22844 -2.01230 3.89258
H -6.87716 -2.64606 4.23270
H -5.52058 -2.04502 4.54448
O 11.07033 -0.62034 -1.84635
H 10.53695 -1.16390 -1.25985
H 10.48756 -0.40480 -2.58124
O 8.42804 3.61572 -2.86960
H 9.08870 3.72684 -3.56034
H 7.82237 4.35504 -2.98799
O 3.31120 6.46022 0.93764
H 3.99528 7.11180 0.75544
H 3.54928 5.69324 0.39496
O -0.08894 -2.48559 -7.61855
H 0.77057 -2.83502 -7.87126
H -0.64981 -2.60822 -8.38955


Entry 7:
19
Properties=species:S:1:pos:R:3 method="wB97M-V/def2-TZVPD" lumo_energy_ev="-13.134 / -17.549" spin_multiplicity=3 charge=+3 energy_ha=-780.68428
O 0.03143 -3.01302 -1.78322
C 0.01938 -1.87790 -1.77386
Au 0.00205 0.00007 -1.73276
O -2.61122 -0.02649 -3.28762
C -1.62951 -0.01649 -2.72467
C 1.62845 0.01663 -2.72412
O 2.61000 0.02617 -3.28724
C -0.01931 1.87798 -1.77284
O -0.03131 3.01310 -1.78117
C 1.08000 -0.69357 2.23140
C 0.00103 -0.00067 1.48448
C -1.07655 0.69132 2.24789
O -0.00024 0.00015 0.31373
H 0.94204 -0.60474 3.31768
H 2.07085 -0.27184 1.98431
H 1.10936 -1.76957 1.98440
H -1.10679 1.76752 1.98764
H -2.06794 0.27043 1.98757
H -0.95170 0.61094 3.32840


Entry 8:
19
Properties=species:S:1:pos:R:3 method="wB97M-V/def2-TZVPD" lumo_energy_ev=0.235 energy_ha=-5817.77302
C -1.37409 -0.26622 -1.92344
C -0.67983 0.58394 -2.66353
C -0.82341 -0.90731 -0.68951
C -0.34700 0.14668 0.36525
C 0.93544 0.90296 0.00019
C 0.74572 0.97725 -2.45946
C 0.96238 1.80347 -1.20569
F -2.60068 -0.59766 -2.21038
F -1.24934 1.18787 -3.79026
F 1.23582 1.67644 -3.62738
F 1.67016 0.00849 -2.39383
Br 2.77317 2.57399 -1.43367
Br -0.37253 3.25883 -1.09757
H -1.82049 -1.38277 -0.28606
H -0.01200 -1.63645 -0.92839
H -1.23670 0.66995 0.55615
H -0.07285 -0.31106 1.26307
H 1.16377 1.49214 0.84036
H 1.75601 0.26464 0.01224


Entry 9:
16
Properties=species:S:1:pos:R:3 method="wB97M-V/def2-TZVPD" lumo_energy_ev=0.357 e_above_lowest_kj_mol=74.9 energy_ha=-5493.52393
C 2.27244 -0.06157 -0.62268
C 1.79208 -0.99101 0.26510
C 1.45816 0.88315 -1.24096
C 0.38890 -1.05230 0.51750
C 0.11047 0.84966 -0.92136
C -0.35469 -0.01468 -0.01109
C -2.15042 0.00336 0.55551
O -2.12186 0.23023 1.94081
Br -2.89483 1.44037 -0.32787
Br -2.97722 -1.73809 -0.05982
H 3.29767 0.06960 -0.74730
H 2.49492 -1.60526 0.86834
H 1.86976 1.47747 -2.07773
H 0.22745 -1.65689 1.43192
H -0.35461 1.62586 -1.61809
H -3.05822 0.54011 2.04772


Entry 10:
18
Properties=species:S:1:pos:R:3 method="wB97M-V/def2-TZVPD" lumo_energy_ev="0.130 / -3.555" spin_multiplicity=3 e_above_lowest_kj_mol=0.0 energy_ha=-10641.47518
C 1.89161 0.31257 -0.22151
C 0.84202 1.01899 0.29805
C 1.62231 -1.12046 -0.63666
C -0.36684 0.10196 0.18936
C 0.23332 -1.34247 0.11899
C -0.96296 0.38979 -1.12967
C -1.34673 0.35049 1.31725
O 2.33641 -1.86407 -1.26109
Br 3.60446 1.12476 -0.44989
Br 0.51374 2.79200 0.69920
Br -0.84858 -2.72287 -0.64572
Br 0.78258 -1.87712 1.84222
H -0.30704 0.10729 -1.96131
H -1.16221 1.39889 -1.43306
H -2.00950 -0.11155 -1.22117
H -2.34013 -0.17094 1.08813
H -1.59637 1.41744 1.16587
H -0.88607 0.19530 2.24102